The following is a quantum chemistry calculation of C9H22O5Si in the gas phase, from OMol25.

Last column: natural (NBO) charge in e.
Atoms and positions in Å:
O1 0.67 3.10 -2.13  -0.54
O2 1.73 -0.47 -2.61  -0.53
O3 -1.94 0.28 0.36  -0.90
O4 0.48 -0.32 1.25  -0.92
O5 -1.64 -1.73 2.22  -0.91
C1 1.49 3.43 -1.03  -0.25
C2 -2.97 0.69 1.20  -0.25
C3 0.64 0.44 2.40  -0.24
C4 -0.68 -2.44 2.98  -0.25
C5 0.47 1.69 -2.33  -0.10
C6 1.80 0.93 -2.39  -0.09
C7 1.26 -1.21 -1.50  -0.08
C8 -0.18 -1.70 -1.69  -0.43
C9 -0.82 -2.28 -0.48  -0.92
Si1 -1.02 -0.98 0.87  2.32
H1 1.20 2.81 -0.18  0.16
H2 2.53 3.25 -1.29  0.16
H3 1.31 4.50 -0.87  0.19
H4 -3.86 0.94 0.64  0.18
H5 -3.23 -0.06 1.92  0.18
H6 -2.65 1.56 1.77  0.17
H7 1.68 0.65 2.53  0.19
H8 0.02 1.32 2.30  0.17
H9 0.30 -0.19 3.24  0.17
H10 0.27 -2.52 2.45  0.18
H11 -1.03 -3.46 3.10  0.19
H12 -0.52 -2.01 3.95  0.18
H13 -0.08 1.64 -3.27  0.19
H14 -0.18 1.29 -1.54  0.17
H15 2.36 1.08 -1.47  0.16
H16 2.41 1.36 -3.20  0.19
H17 1.28 -0.55 -0.62  0.20
H18 1.95 -2.04 -1.29  0.18
H19 -0.22 -2.43 -2.52  0.20
H20 -0.79 -0.86 -2.05  0.21
H21 -0.19 -3.09 -0.07  0.23
H22 -1.85 -2.65 -0.67  0.25

HOMO-LUMO gap   9.9 eV
ΔE to the lowest compared entry with this formula, charge and spin   0.243 eV
Structure (SMILES)   COCCOCCC[Si](OC)(OC)OC